[1]
ORCA calculation (ωB97M-V/def2-TZVPD) on an isolated molecule of C4H9NO.

The value obtained for the HOMO energy is -9.3 eV. For the LUMO energy, the calculation gives 0.9 eV. Its relative energy (zero: lowest compared OMol25 entry of this formula, charge and spin) is 0.653 eV. The total energy is -287.808457 hartree. Its HOMO-LUMO gap is 10.232 eV.

Atoms and positions in Å:
C -0.619 -1.623 0.628
C -0.784 -0.508 -0.400
N 0.274 0.491 -0.320
C 0.016 1.734 0.371
C 1.494 0.187 -0.830
O 1.772 -0.862 -1.381
H -1.471 -2.310 0.592
H -0.550 -1.218 1.644
H 0.292 -2.187 0.413
H -1.738 0.014 -0.264
H -0.772 -0.930 -1.410
H -0.283 1.559 1.412
H -0.781 2.301 -0.127
H 0.921 2.347 0.373
H 2.229 1.006 -0.701

natural (NBO) atomic charge list, values in e, 4 entries: number 1, C, carries -0.6200; number 2, C, carries -0.2183; number 3, N, carries -0.4377; number 4, C, carries -0.3993


[2]
ORCA calculation (ωB97M-V/def2-TZVPD) on a structure of composition C4H9NO in a non-equilibrium geometry.

The value obtained for the HOMO energy is -9.3 eV. For the LUMO energy, the calculation gives 0.4 eV. Its relative energy (zero: lowest compared OMol25 entry of this formula, charge and spin) is 3.269 eV. The total energy is -287.712335 hartree. Its HOMO-LUMO gap is 9.734 eV.

Atoms and positions in Å:
C 0.599 -0.029 1.475
C 0.201 -0.048 0.021
C 0.610 -1.273 -0.755
C -1.218 0.382 -0.220
O -2.042 -0.420 0.219
N -1.242 1.553 -0.855
H 0.121 -0.844 2.032
H 0.307 0.919 1.936
H 1.681 -0.159 1.535
H 0.956 1.070 -0.590
H 0.384 -1.143 -1.817
H 1.680 -1.438 -0.612
H 0.073 -2.163 -0.400
H 0.079 1.672 -0.918
H -2.189 1.922 -1.051

natural (NBO) atomic charge list, values in e, 4 entries: number 1, C, carries -0.6509; number 2, C, carries 0.0244; number 3, C, carries -0.6518; number 4, C, carries 0.5740